C12H26CrF6N3O8S2 as an isolated structure. Source: the OMol25 dataset; level of theory: ωB97M-V with the def2-TZVPD basis set.

Each line ends with the Mulliken spin population.
Geometry (Å):
C: -2.078 1.232 1.069  0.05
S: -1.442 2.014 -2.448  0.03
H: 3.094 -1.030 0.405  0.01
F: -3.921 -0.128 -2.083  0.00
O: -1.302 -0.218 -4.229  0.01
H: 0.387 -4.375 0.197  0.00
N: 1.601 2.305 -0.016  0.00
O: -2.094 -1.750 2.338  0.01
O: 2.543 -0.451 -1.464  -0.09
F: -3.417 -1.974 -3.215  0.00
Cr: 0.644 0.430 -0.503  3.89
C: 4.330 -2.461 -1.049  0.00
H: -2.180 0.834 2.078  0.00
H: 2.370 4.447 1.021  0.00
F: -2.899 -1.755 -1.042  0.00
H: -2.869 -1.780 4.225  0.00
F: -0.298 4.159 -3.758  0.00
H: -0.764 2.699 2.432  0.00
O: -0.387 -1.683 -2.475  0.03
H: -0.822 -3.321 2.856  0.00
C: -0.081 2.876 -3.497  0.00
C: -1.290 -2.820 2.009  0.01
N: -0.737 0.800 -1.878  0.09
H: 1.471 -3.428 1.111  0.00
H: -3.516 -3.012 3.035  0.00
H: 1.579 3.172 -0.533  0.01
F: -0.029 2.257 -4.639  0.00
H: 1.599 4.259 2.653  0.00
C: 0.730 -3.347 0.316  0.00
H: 1.196 -3.061 -0.627  0.01
F: 1.154 2.732 -3.033  0.01
O: 4.836 -2.371 -2.419  0.00
H: -1.052 -2.340 -0.015  -0.02
C: -3.215 -1.979 3.211  0.00
H: -2.672 2.146 1.081  0.01
N: 0.297 -1.065 1.046  -0.07
C: -0.306 2.610 1.447  -0.01
O: -1.700 2.971 -1.394  0.01
S: -1.281 -0.558 -2.806  0.02
H: 2.597 2.139 0.014  0.01
H: 1.655 1.620 1.846  0.00
C: 3.530 -1.111 -0.591  0.02
H: 1.160 -1.305 1.512  0.02
H: -3.947 -1.178 3.114  0.00
C: 1.312 2.545 1.383  0.03
H: -0.261 -0.741 1.823  0.03
C: -0.335 -2.413 0.803  0.05
H: -1.876 -3.675 1.674  0.00
H: 4.317 -0.458 -0.213  0.00
H: 5.040 -2.812 -0.300  0.00
H: -2.559 0.654 0.279  -0.02
H: -0.629 3.522 0.945  -0.01
O: -2.600 1.825 -3.322  0.01
H: 3.691 -3.342 -1.113  0.00
O: -0.722 1.429 0.779  -0.17
H: 3.045 3.619 2.377  0.00
C: -3.009 -1.113 -2.245  0.01
C: 2.114 3.763 1.830  0.01

E_tot	-100106.243	eV
2S+1	5
total charge	-1
HOMO (alpha / beta)	-1.5 / -1.5	eV
Kohn-Sham gap (alpha / beta)	3.279 / 3.281	eV
expectation value of S²	6.038

C2H5BrClN as an isolated structure. Source: the OMol25 dataset; level of theory: ωB97M-V with the def2-TZVPD basis set.

Each line ends with the Löwdin charge.
Geometry (Å):
N: -0.808 0.076 0.849  -0.22
Cl: -2.120 2.222 0.291  0.54
Br: -3.233 -0.656 -0.175  0.70
C: -0.599 -1.104 1.408  -0.03
H: -1.381 -1.736 1.588  0.00
H: 0.117 0.941 -2.953  0.03
C: -1.817 0.518 0.053  -1.26
H: -0.295 0.640 -2.365  0.01
H: 0.008 0.724 0.847  0.15
H: 0.474 -1.316 1.504  0.08

E_tot	-86206.580	eV
total charge	0
HOMO (alpha / beta)	-7.4 / -7.4	eV
Kohn-Sham gap (alpha / beta)	7.808 / 7.684	eV

CH3NO3P as an isolated structure. Source: the OMol25 dataset; level of theory: ωB97M-V with the def2-TZVPD basis set.

Each line ends with the Mulliken spin population.
Geometry (Å):
H: 1.250 -0.439 -1.591  0.13
O: -0.565 1.980 -0.020  0.10
H: -1.660 -0.844 -0.241  0.00
N: -0.663 -0.466 1.263  0.19
C: 1.270 0.024 -0.580  0.79
P: -0.406 0.459 -0.007  0.04
O: 2.260 -0.017 0.129  0.72
O: -1.374 -0.447 -1.050  0.03
H: -0.111 -0.249 2.096  0.00

E_tot	-18006.289	eV
2S+1	3
total charge	-1
HOMO (alpha / beta)	-2.0 / -4.3	eV
Kohn-Sham gap (alpha / beta)	6.242 / 6.402	eV
expectation value of S²	2.009

Strongest force on any atom, record by record: 0.133; 0.067; 0.063 hartree/bohr